No. 1
ORCA calculation (the ωB97M-V functional and the def2-TZVPD basis) on the molecule C10H10.

Properties
HOMO level	-9.12	eV
multiplicity	1
relative energy (zero: lowest compared OMol25 entry of this formula, charge and spin)	11.55	kcal/mol
LUMO energy	1.01	eV
HOMO-LUMO gap	10.13	eV

```
20
C10H10 | the Open Molecules 2025 dataset | the ωB97M-V functional and the def2-TZVPD basis
C -2.94219 0.77349 0.24357
C -2.92892 -0.47664 -0.21644
C -1.83711 1.59947 0.24558
C -1.69210 -1.13400 -0.49127
C -0.67368 0.98364 -0.05916
C -0.53690 -0.34153 -0.44205
C 1.14800 1.00884 -0.33352
C 2.07539 1.92139 -0.24991
C 0.97465 -0.45109 -0.56649
C 1.56684 -1.19417 0.57084
H -3.85683 1.32732 0.41003
H -3.82319 -0.98469 0.07709
H -1.80768 2.60218 0.66209
H -1.83326 -2.17265 -0.85819
H 3.07573 1.51451 -0.58627
H 2.05281 3.01824 0.00836
H 1.25128 -0.70189 -1.64453
H 1.06725 -0.91993 1.54114
H 2.59891 -1.00552 0.60822
H 1.31099 -2.18215 0.45635
```

Atomic partial charges in e from the natural (NBO) method, atoms 1 to 5: C -0.20; C -0.23; C -0.25; C -0.20; C 0.01


No. 2
ORCA calculation (the ωB97M-V functional and the def2-TZVPD basis) on a structure of composition BaCl5O20.

Properties
HOMO level	-2.46	eV
multiplicity	1
relative energy (zero: lowest compared OMol25 entry of this formula, charge and spin)	12.73	kcal/mol
charge	-3
LUMO energy	6.25	eV
HOMO-LUMO gap	8.71	eV

```
26
BaCl5O20 | the Open Molecules 2025 dataset | the ωB97M-V functional and the def2-TZVPD basis
Ba 18.83216 14.48553 3.70192
Cl 15.98304 16.64160 1.44866
O 15.81731 18.04333 1.54915
O 14.85538 15.85827 1.79308
O 16.37011 16.26006 0.11970
O 17.03610 16.30610 2.44115
Cl 19.30218 12.71153 -0.01917
O 18.76801 13.08432 1.29137
O 19.18640 11.26069 -0.16897
O 18.67818 13.49476 -1.07699
O 20.70856 13.01965 -0.07525
Cl 16.65423 16.90177 6.26577
O 15.72035 17.23615 5.22618
O 17.84655 16.38093 5.63782
O 16.96865 18.16576 6.94836
O 16.31539 15.91342 7.31357
Cl 22.84782 13.10360 5.01210
O 22.87263 13.13696 6.42755
O 22.94271 11.76588 4.55619
O 21.57549 13.65363 4.50660
O 23.92278 13.90983 4.54958
Cl 15.38460 12.09171 5.03630
O 14.35666 12.53269 4.14992
O 15.09242 12.58196 6.34240
O 15.63142 10.71126 5.13748
O 16.60755 12.76742 4.57873
```

Atomic partial charges in e from the natural (NBO) method, atoms 1 to 5: Ba 1.94; Cl 2.58; O -0.86; O -0.84; O -0.86


No. 3
ORCA calculation (the ωB97M-V functional and the def2-TZVPD basis) on a structure of composition C32H42MnN5OPS5.

Properties
HOMO level (spin up / spin down)	0.73 / -0.95	eV
multiplicity	6
charge	-2
LUMO energy (spin up / spin down)	4.21 / 4.21	eV
HOMO-LUMO gap (spin up / spin down)	3.48 / 5.16	eV

```
87
C32H42MnN5OPS5 | the Open Molecules 2025 dataset | the ωB97M-V functional and the def2-TZVPD basis
Mn -0.89729 1.59834 -1.25813
C -3.58058 0.65850 -5.22710
C -2.58304 0.68265 -4.09559
S -2.81031 2.00026 -2.98947
C -1.59467 -0.23730 -3.99646
C -1.45925 -1.38493 -4.96722
S -0.33917 -0.17606 -2.76914
H -4.39876 1.33467 -4.98814
H -3.98207 -0.34323 -5.38067
H -3.11535 0.98523 -6.16214
H -1.37161 -1.01291 -5.98991
H -2.32540 -2.05379 -4.92284
H -0.56680 -1.95812 -4.72539
S 0.79879 3.04055 -2.07972
C 0.82123 4.38265 -0.96805
C 1.75562 5.40319 -1.12267
C 1.81531 6.45344 -0.22561
C 0.94741 6.49408 0.85728
C -0.00399 5.50456 1.01198
C -0.09548 4.45894 0.09806
S -1.35210 3.27278 0.27396
H 2.42644 5.35426 -1.96890
H 2.54061 7.24588 -0.37073
H 1.00590 7.30277 1.57558
H -0.70366 5.51968 1.83656
O 0.80259 0.65287 0.12254
P 1.89115 -0.18252 0.65237
N 3.05223 -0.69718 -0.46850
C 3.26877 0.29074 -1.52649
C 4.17973 -0.41918 -2.54115
C 4.16315 -1.89258 -2.11304
C 2.96720 -1.96791 -1.16560
N 2.73908 0.64293 1.83702
C 2.62034 2.10155 1.87068
C 4.04603 2.63863 2.06602
C 4.94599 1.45180 1.71610
C 4.09341 0.26755 2.17750
N 1.40749 -1.59459 1.45560
C 0.44505 -2.42033 0.70184
C -0.71015 -2.71434 1.66052
C -0.07563 -2.50731 3.02981
C 0.82837 -1.31269 2.77424
H 3.72199 1.18732 -1.10087
H 2.31984 0.58468 -1.99647
H 5.19194 -0.01257 -2.52294
H 3.77658 -0.29510 -3.54397
H 5.07960 -2.14484 -1.57709
H 4.05521 -2.57148 -2.95697
H 3.03317 -2.79273 -0.45713
H 2.04583 -2.05720 -1.75422
H 1.96173 2.40332 2.69248
H 2.17120 2.46493 0.94500
H 4.20129 2.91133 3.11256
H 4.23791 3.51201 1.44449
H 5.91962 1.49632 2.21023
H 5.09938 1.39207 0.63822
H 4.18653 0.15022 3.26828
H 4.34463 -0.67611 1.69204
H 0.94600 -3.34909 0.40252
H 0.09002 -1.90582 -0.19627
H -1.11535 -3.71685 1.53683
H -1.51719 -1.99691 1.51156
H 0.52536 -3.37728 3.30427
H -0.80663 -2.31935 3.81260
H 1.62239 -1.20814 3.51675
H 0.23754 -0.38742 2.76840
S -5.87087 -1.25559 2.09537
C -4.46557 -0.57724 1.25241
C -4.19118 -0.91761 -0.07986
C -3.03629 -0.46831 -0.66086
N -2.11350 0.29369 -0.03084
C -2.34620 0.53165 1.27865
C -3.47124 0.12698 1.94739
C -5.18050 -2.88278 2.18121
C -4.24533 -3.21912 3.17458
C -3.59679 -4.42148 3.08521
N -3.77351 -5.31656 2.09764
C -4.64775 -4.96593 1.14181
C -5.36822 -3.80100 1.13115
H -4.88595 -1.52256 -0.64471
H -2.81857 -0.71372 -1.69244
H -1.58546 1.09993 1.79750
H -3.59965 0.35877 2.99466
H -4.03939 -2.52753 3.97905
H -2.87477 -4.71614 3.84088
H -4.75943 -5.68802 0.33737
H -6.05494 -3.57228 0.32853
```

Atomic partial charges in e from the Löwdin method, atoms 1 to 5: Mn 0.08; C -0.17; C -0.84; S 0.50; C -0.79


No. 4
ORCA calculation (the ωB97M-V functional and the def2-TZVPD basis) on a structure of composition C4H27NO9.

Properties
HOMO level	-9.41	eV
multiplicity	1
relative energy (zero: lowest compared OMol25 entry of this formula, charge and spin)	90.93	kcal/mol
LUMO energy	0.09	eV
HOMO-LUMO gap	9.50	eV

```
41
C4H27NO9 | the Open Molecules 2025 dataset | the ωB97M-V functional and the def2-TZVPD basis
C 0.57638 -0.99638 -1.54041
N 0.97781 -0.00390 -0.52243
C 0.23527 1.19101 -0.77830
O 0.76494 1.83546 -1.99190
C 0.72847 -2.40746 -0.97068
C -0.37409 -2.59691 0.15523
H 1.12973 -0.91524 -2.48764
H -0.50501 -1.04526 -1.66172
H 1.07558 -0.39647 0.40654
H -0.84947 1.16525 -0.85765
H 0.72551 1.93393 -0.11781
H 1.70645 1.69769 -2.01837
H 0.45960 -3.23507 -1.61002
H 1.63140 -2.64321 -0.37956
H -0.10929 -2.04091 1.05917
H -0.30200 -3.61200 0.57284
H -1.36661 -2.47099 -0.22143
H -2.61231 3.19313 -0.89129
H -2.67619 2.25233 -2.11421
O -3.01817 2.37026 -1.20326
H 0.22983 0.08787 2.52060
H 1.77158 0.02769 2.88955
O 1.09666 -0.28363 2.28644
H -1.21813 3.27423 -2.66114
H -0.55678 2.19371 -3.32175
O -1.41870 2.66630 -3.37725
H -1.75117 -0.37292 2.90744
H -2.16646 0.28217 1.55074
O -1.60252 0.37105 2.34034
H -3.21401 1.48682 -0.42812
H -3.85084 0.21946 -0.37524
O -3.01942 0.59959 -0.07489
H -1.00286 2.33414 3.26592
H -0.17926 2.34504 2.05997
O -0.10614 2.55335 2.99294
H 3.63328 -0.01771 -0.62742
H 4.58612 -0.18356 0.62169
O 4.41120 -0.45594 -0.28697
H 1.91343 -4.10129 1.19058
H 1.98135 -2.70159 1.77955
O 2.26482 -3.60004 1.91992
```

Atomic partial charges in e from the natural (NBO) method, atoms 1 to 5: C -0.24; N -0.71; C 0.07; O -0.79; C -0.41


No. 5
ORCA calculation (the ωB97M-V functional and the def2-TZVPD basis) on a structure of composition C6H12N2O.

Properties
HOMO level	-8.30	eV
multiplicity	1
relative energy (zero: lowest compared OMol25 entry of this formula, charge and spin)	264.73	kcal/mol
LUMO energy	-0.82	eV
HOMO-LUMO gap	7.48	eV

```
21
C6H12N2O | the Open Molecules 2025 dataset | the ωB97M-V functional and the def2-TZVPD basis
C 3.40070 0.04938 0.74022
C 2.43060 1.29719 0.71365
C 0.22326 0.84664 0.79051
C -1.12725 0.19839 0.62982
C -1.68602 -0.37534 -0.40061
C -3.34802 -0.56086 -0.43239
H 3.25369 -0.37044 1.81960
H 4.68424 0.29238 0.26602
H 2.84269 -1.02848 0.18021
H 2.85207 1.98148 -0.10427
H 2.22162 1.95128 1.48025
H 0.59521 1.20241 1.72425
H -1.84281 0.20623 1.53184
H -3.90081 -0.19843 -1.37790
H -3.68906 -0.10428 0.54284
H -3.56626 -1.66285 -0.34253
H 0.06836 -0.54367 -1.68475
H -2.53915 -1.90533 -2.37525
N 1.26920 0.49889 0.23958
N -0.77626 -0.90530 -1.26063
O -1.36602 -0.86928 -2.68045
```

Atomic partial charges in e from the natural (NBO) method, atoms 1 to 5: C -0.64; C -0.28; C 0.07; C -0.35; C 0.22


No. 6
ORCA calculation (the ωB97M-V functional and the def2-TZVPD basis) on a cluster of 7 separate species, C3H20O8 in total.

Properties
HOMO level	-10.23	eV
multiplicity	1
relative energy (zero: lowest compared OMol25 entry of this formula, charge and spin)	28.90	kcal/mol
LUMO energy	0.48	eV
HOMO-LUMO gap	10.71	eV

```
31
C3H20O8 | the Open Molecules 2025 dataset | the ωB97M-V functional and the def2-TZVPD basis
C -2.10736 0.31735 -0.18762
C -2.01782 -1.19717 -0.36031
O -1.18047 -1.37918 -1.44005
O -0.73581 0.81600 -0.19012
H -2.58115 0.71697 0.72179
H -2.55380 0.67322 -1.07809
H -2.99080 -1.65996 -0.46615
H -1.56044 -1.56288 0.54720
H -0.36832 -1.62010 -0.98704
H -0.33916 0.54982 -1.02945
O 2.28557 1.48654 0.23003
H 1.83007 2.26505 -0.11621
H 2.86668 1.86796 0.91035
O 0.75817 3.30467 -1.55426
H 0.45663 4.16769 -1.21935
H 0.20215 2.67289 -1.10206
O 1.36339 0.26206 -2.12884
H 1.81031 -0.42858 -2.60550
H 2.07103 0.77032 -1.72457
O -0.66530 3.55625 0.69906
H -0.49529 2.57476 0.66756
H -1.49800 3.63135 0.24808
O 0.55489 -0.55184 2.86910
H 0.02214 -1.33399 2.66801
H 0.48822 -0.00312 2.09295
C 0.61537 -3.68090 0.78048
O 0.88700 -2.42349 0.18367
H -0.30005 -3.61365 1.39533
H 0.49574 -4.39240 -0.04707
H 1.40207 -3.99260 1.42973
H 1.28434 -1.79306 0.79335
```

Atomic partial charges in e from the natural (NBO) method, atoms 1 to 5: C -0.09; C -0.09; O -0.73; O -0.81; H 0.18


| no. | strongest force on any atom (eV/A) | E_tot (a.u.) |
| --- | --- | --- |
| 1 | 5.686 | -386.91495 |
| 2 | 3.861 | -3830.14290 |
| 3 | 1.361 | -5077.07867 |
| 4 | 6.439 | -900.42015 |
| 5 | 7.084 | -420.16203 |
| 6 | 1.987 | -728.18130 |